Molecular formula: C38H68F12N2O17
Method: DFT, ωB97M-V/def2-TZVPD

Results
- F_max: 0.139 hartree/bohr
- Orbital gap (alpha / beta): 8.3 / 2.0 eV
- Net charge: +1
- E_LUMO (alpha / beta): -2.56 / -8.93 eV
- 2S+1: 2
- E_tot: -110886.2238 eV

XYZ file:
```
137
Properties=species:S:1:pos:R:3:forces:R:3
F 0.97783 -5.56770 -3.75890 0.3 -0.2 0.1
F 3.93936 -0.40562 -4.18068 0.0 0.5 0.1
F 3.58332 1.66589 -3.54728 1.0 0.5 -0.3
F 2.49541 7.65486 4.96835 -0.4 -1.1 -0.4
F -6.95674 6.38737 -0.36481 0.9 0.0 0.0
F 2.85877 -4.50625 -3.63619 1.9 1.5 -2.8
F 2.91652 6.14257 3.44780 0.0 0.0 0.6
F 2.57661 -6.04585 -2.31204 -0.5 -1.6 0.5
F -8.01110 5.92790 1.39774 -0.9 -0.5 0.4
F 3.10457 1.00859 -5.60991 0.5 0.1 0.6
F 2.61912 5.54968 5.56251 0.0 0.6 -0.9
F -5.91846 5.91322 1.54456 1.0 0.4 -0.2
O 3.57875 3.97192 0.25679 -0.6 1.5 -1.0
O -1.43830 -7.14108 -4.38585 -0.9 1.9 0.4
O 8.67483 1.49037 -1.16860 0.3 -1.0 0.1
O -3.50438 -0.49758 4.03212 0.5 0.6 1.4
O -0.14225 6.27479 5.25357 3.3 -0.4 -2.3
O -0.92347 -1.71579 3.10977 -0.3 -1.5 1.5
O -2.54713 -4.75917 -5.28170 0.6 0.6 -2.3
O 0.33400 5.91976 3.10021 1.0 -0.1 -0.6
O 0.81681 1.26074 -4.34941 1.2 -0.6 1.4
O -7.83658 3.68818 -0.43215 5.5 2.3 4.0
O 1.49883 -0.37857 -2.86052 0.3 1.1 -1.1
O 5.80134 1.76558 -1.61016 -0.2 -1.3 0.2
O 2.38550 -3.68249 -1.00219 -1.5 0.2 -0.9
O 0.19812 -3.76968 -1.81522 3.0 -0.2 -0.5
O 0.18506 -2.76411 5.86128 1.2 0.0 -3.2
O -5.67079 3.52721 0.67797 -3.1 1.8 -1.0
O -3.91821 -2.46069 -2.61361 -3.5 -1.6 0.6
N 1.63824 1.69575 3.51525 3.0 -4.9 0.7
N -2.20911 1.44679 -0.42663 3.7 0.0 0.7
C -1.37984 0.34240 -4.69206 1.2 0.2 0.9
C 1.72894 0.41215 -3.74995 -1.8 0.0 -0.2
C -3.71820 -1.14751 -2.13099 3.2 0.1 -2.1
C 3.09970 4.73446 -0.87421 0.8 0.8 0.5
C 3.16362 0.66755 -4.31404 -1.9 -0.6 -0.2
C 6.73081 1.99798 -2.63611 0.7 0.9 -0.4
C 2.29527 0.70345 3.69282 -2.2 4.0 -0.3
C -2.82061 -5.94976 -6.05662 0.7 -1.6 2.5
C 1.96944 -2.93022 0.19307 -0.7 -0.6 0.4
C -0.53337 1.27443 -3.78228 -1.0 -0.7 -1.3
C -1.00437 -0.50824 3.88455 -2.2 -0.5 -0.4
C -1.06507 5.83691 2.75845 -0.8 0.5 0.3
C -1.00518 -8.15553 -3.53292 -0.5 -1.1 -0.6
C -0.44531 -3.20260 7.01142 -1.5 -1.2 0.7
C 1.93959 -5.10955 -2.99009 -1.0 1.7 2.6
C -5.98591 1.06877 0.97537 0.7 1.3 -0.6
C -1.72119 4.51253 2.98713 0.2 -1.3 -0.5
C -3.13971 -3.01019 -3.65758 3.0 2.4 -0.3
C 1.77115 -1.44830 -0.02123 -0.2 0.8 -0.6
C -2.28610 -0.46895 4.77063 -0.1 0.7 0.1
C 0.00845 -3.49990 4.59623 1.5 0.3 2.6
C 5.56336 2.81996 -0.75014 0.6 1.4 0.9
C -1.06689 1.54799 -0.14540 -3.0 0.7 -0.2
C -2.67431 -7.25646 -5.14368 2.1 -0.1 -1.0
C 0.32014 1.84564 0.34252 -1.5 -1.5 -0.6
C 3.11698 -0.52023 4.04358 -1.2 1.5 -1.1
C 0.71045 6.15886 4.33673 -4.3 0.9 2.8
C -3.36002 -4.35481 -4.24977 -3.0 -2.9 2.8
C 8.19019 2.39215 -2.17541 -1.0 -1.1 0.7
C -6.86949 4.17392 0.28958 -2.4 -4.6 -3.3
C 4.19666 2.76757 -0.08488 -0.4 -1.0 0.1
C -6.91119 5.61922 0.72938 -0.9 0.6 0.1
C 2.23226 6.38699 4.56540 -0.2 0.0 0.5
C 1.38945 -4.03251 -1.94141 -2.2 -0.3 2.6
C 8.54036 0.03323 -1.26556 -0.6 0.9 0.1
C -1.17446 -3.01436 3.75463 -0.2 1.2 -0.7
C -4.53676 0.22861 4.77279 -0.6 0.6 -1.3
C -5.41813 2.23464 0.11657 0.2 -1.5 0.3
H 0.16620 -3.39487 7.89300 0.8 0.7 -0.3
H -2.05605 -6.04330 -6.82784 0.1 0.6 0.3
H -4.84472 -0.13183 5.75429 0.2 -0.9 -0.3
H -1.29246 0.67820 -5.72535 0.0 0.1 0.1
H -1.80485 -8.55458 -2.90892 -0.1 0.2 0.3
H -3.11654 -2.44177 -4.58734 0.1 1.3 0.2
H -5.82632 2.11762 -0.88732 0.0 0.5 0.0
H 2.33574 4.28545 -1.50891 0.1 -0.7 0.2
H 5.68474 3.80467 -1.20150 -0.1 0.1 -0.6
H 0.93380 1.19367 -0.27913 0.6 0.6 -0.2
H 9.07958 -0.43404 -0.44154 0.2 0.6 0.1
H -2.27221 -1.21610 5.56414 0.1 -0.4 -0.1
H -2.66586 -1.10952 -1.84951 0.4 0.0 0.8
H -4.38160 1.29241 4.95264 1.3 0.2 -0.1
H 8.93008 2.51402 -2.96650 -0.3 -0.5 -0.6
H -3.24560 -5.06814 -3.43358 0.1 -0.4 0.3
H -2.75935 4.59802 2.66616 -0.1 0.1 0.3
H -2.40590 -8.09924 -5.78068 -0.6 -0.1 -0.8
H 0.82717 -1.18062 -0.49594 0.0 -0.6 -0.6
H 6.24655 2.78118 -3.21937 0.6 0.4 -0.5
H -3.78080 -6.10541 -6.54846 -0.4 1.0 0.2
H 7.49794 -0.25109 -1.12192 -0.2 0.1 -0.1
H -4.33323 2.13675 0.07787 -0.2 0.3 -0.1
H 3.92235 5.09790 -1.49005 0.2 -0.5 -0.3
H -1.70267 6.51337 3.32765 0.7 0.6 0.2
H -0.65584 -8.99659 -4.13182 0.1 -0.4 -0.1
H -1.32976 3.71184 2.35962 0.3 0.0 -0.1
H -5.35261 0.31918 4.05564 -0.3 -0.8 0.3
H 2.78241 -1.27614 3.33312 0.0 -0.4 0.3
H 4.16147 -0.32504 3.80058 0.0 0.0 0.5
H -4.42997 -4.42449 -4.44588 -0.4 0.0 -0.7
H -3.62025 -0.47444 -2.98275 -1.0 0.4 -0.1
H -0.87977 -0.62197 -4.60247 -0.7 -0.4 -0.2
H 0.36573 1.38421 1.32898 0.2 0.6 0.2
H -1.36728 -3.72929 2.95475 0.3 0.3 -0.2
H -1.20579 -2.47224 7.28772 -0.2 -0.2 0.1
H 1.67650 -0.79710 0.84772 0.5 -0.6 0.9
H -7.03317 0.99035 0.68348 0.0 -0.5 0.6
H 8.89800 -0.47114 -2.16323 0.2 0.6 -0.4
H -4.26150 -0.67682 -1.31161 -0.8 -1.1 -0.3
H 0.95807 -3.49654 4.06114 -0.1 0.5 0.0
H -5.80049 1.28669 2.02714 -0.5 0.1 0.1
H -0.15240 -7.86528 -2.91922 -0.2 0.5 -0.1
H 1.09143 -3.38524 0.65149 -0.7 -0.1 -0.7
H 8.20666 3.37014 -1.69441 -0.3 0.0 0.3
H 2.65280 -3.16324 1.00966 1.0 0.2 -0.7
H 2.57674 -1.01549 -0.61436 0.0 -0.1 -0.1
H 2.69473 5.69200 -0.54676 -0.2 -0.3 0.7
H -3.59570 -7.57861 -4.65856 0.1 0.5 0.9
H 6.31588 2.82998 0.03835 0.2 -0.1 0.2
H -0.09268 -0.39508 4.47116 0.2 -0.3 0.5
H -1.05180 2.22491 -3.90844 1.1 0.6 0.2
H 2.86902 -0.73294 5.08347 0.5 -0.3 -0.1
H -0.18539 -4.54516 4.83699 -0.4 -0.1 0.0
H -1.05128 0.32369 3.18184 0.2 -0.3 -0.3
H -2.43076 0.37358 -4.40450 0.2 -0.3 0.0
H -1.99862 -3.09249 4.46368 -0.4 0.9 -0.2
H 0.52451 2.91615 0.32391 0.2 -0.3 0.0
H -5.36881 0.19521 0.76520 -0.4 -0.2 -0.3
H 6.74485 1.11484 -3.27484 0.1 -0.2 0.3
H -0.86508 -4.19603 6.85339 -0.6 0.0 -0.1
H -2.25514 0.49103 5.28597 0.4 0.2 0.1
H -0.50736 1.01376 -2.72423 0.0 -0.2 -0.3
H 3.49771 2.21332 -0.71128 0.1 -0.5 -0.2
H -1.11764 6.14576 1.71444 0.2 -0.2 0.1
H -2.16281 -3.01100 -3.17407 0.8 0.0 -0.7
H 4.32250 2.27452 0.87905 -0.2 -0.3 -0.1
H -1.65981 4.14105 4.01003 -0.1 0.4 0.1
```
Forces are in eV/Å.